DFT (wB97M-V/def2-TZVPD) results for a molecular structure, C25H21Cl5FNO5RuSe2.

The calculation puts the largest force on an atom at 0.0076 Eh/bohr. Its HOMO energy (alpha / beta) is -4.344 / -4.100 eV. Its expectation value of S² is 0.759. As for the orbital gap (alpha / beta): 6.3 / 6.1 eV. As for the electronic energy: -236602.2711 eV. The charge is -1. Its multiplicity is 2.

Atoms and positions in Å:
Ru (0.04958, 0.52423, -2.45080)
O (-3.83993, 0.30814, 1.39394)
C (-4.45936, -0.21839, 0.21531)
C (-3.45458, -0.21404, -0.94009)
C (-4.15208, -0.81049, -2.16509)
O (-4.41199, -2.20635, -2.03442)
C (-2.26378, -1.07344, -0.50939)
Se (-1.01267, -1.58695, -1.93199)
C (-3.07643, 1.24639, -1.21895)
Se (-2.03291, 1.62446, -2.83575)
H (-4.44720, 0.20142, 2.12986)
H (-5.32407, 0.40025, -0.05852)
H (-4.80279, -1.24435, 0.38363)
H (-3.53873, -0.61938, -3.04637)
H (-5.11892, -0.31816, -2.31177)
H (-3.57873, -2.64310, -2.25500)
H (-2.63713, -2.01555, -0.10281)
H (-1.72420, -0.56653, 0.28156)
H (-2.53627, 1.65122, -0.36883)
H (-3.99412, 1.83056, -1.33221)
C (4.29490, -1.91796, 3.28609)
C (3.42801, -0.74084, 3.70871)
C (2.66721, -1.06922, 4.98460)
C (1.84867, 0.12565, 5.43722)
C (0.94516, 0.58332, 4.32589)
C (-0.23942, 1.22876, 4.59997)
C (-1.07086, 1.63381, 3.56377)
F (-2.22669, 2.25129, 3.88803)
C (-0.75519, 1.41585, 2.25479)
C (0.44842, 0.76601, 1.95055)
C (0.77619, 0.52103, 0.53262)
O (-0.03544, 0.90654, -0.32489)
C (2.00248, -0.16948, 0.28995)
C (2.76005, -0.54207, 1.35777)
N (2.46643, -0.34278, 2.65701)
C (1.29357, 0.33821, 2.98338)
C (2.59767, -0.53246, -1.06803)
O (3.69615, -1.08501, -1.05638)
O (1.97790, -0.16535, -2.11795)
H (4.86567, -2.25156, 4.15310)
H (5.00699, -1.66717, 2.50304)
H (3.67735, -2.74777, 2.93884)
H (4.07435, 0.12270, 3.90881)
H (3.38609, -1.35948, 5.75196)
H (2.01584, -1.92825, 4.79744)
H (2.52431, 0.93818, 5.72487)
H (1.25366, -0.11700, 6.31886)
H (-0.53877, 1.41683, 5.62382)
H (-1.42113, 1.70841, 1.45684)
H (3.67915, -1.05548, 1.12096)
Cl (-0.71716, -1.80600, -5.30805)
C (0.18445, -0.34784, -5.54434)
C (0.42231, 0.49149, -4.45752)
C (1.14685, 1.63714, -4.76156)
Cl (1.40278, 2.68816, -3.38285)
C (1.63814, 1.97598, -6.00825)
Cl (2.53577, 3.42936, -6.24779)
C (1.38281, 1.10706, -7.06493)
Cl (1.97404, 1.47370, -8.64619)
C (0.65198, -0.05472, -6.82771)
Cl (0.33559, -1.12899, -8.14476)

Forces on the atoms, in the same order (eV/Å):
-0.178 -0.006 -0.002
-0.016 -0.028 -0.009
-0.005 0.037 -0.004
-0.061 -0.016 0.027
-0.053 -0.045 0.003
-0.025 0.041 0.004
0.131 0.028 -0.045
-0.015 -0.019 0.045
-0.043 0.015 -0.045
0.076 0.016 -0.044
-0.007 0.013 0.001
-0.005 -0.007 -0.002
0.006 -0.002 0.003
0.001 0.006 0.002
-0.005 -0.019 -0.002
0.022 -0.008 -0.010
0.019 -0.025 -0.036
0.004 -0.016 0.073
0.025 0.017 0.025
0.002 0.008 0.000
0.005 0.005 -0.001
0.003 0.001 0.003
0.001 -0.004 -0.002
0.004 -0.001 0.005
0.006 -0.005 -0.006
-0.013 0.008 0.004
0.016 -0.007 -0.008
-0.012 0.002 -0.001
0.039 -0.018 -0.011
-0.005 -0.006 0.025
-0.050 -0.139 0.012
0.070 0.181 0.015
-0.045 -0.093 -0.009
-0.009 -0.043 0.013
-0.002 0.022 -0.008
0.003 0.003 -0.019
0.183 0.346 0.006
-0.088 -0.124 0.005
0.054 -0.037 -0.035
-0.001 0.002 0.001
-0.001 0.001 -0.002
0.002 -0.002 0.002
-0.008 0.004 0.004
0.001 -0.001 -0.001
-0.002 0.000 0.000
-0.001 -0.001 0.002
-0.003 -0.001 -0.002
0.001 -0.002 0.000
-0.010 0.012 -0.001
0.004 0.005 -0.004
0.014 0.001 -0.031
-0.002 0.006 0.031
-0.056 -0.073 0.005
0.003 -0.019 -0.004
0.023 -0.019 0.035
-0.011 -0.014 -0.004
0.002 0.011 0.001
0.019 0.005 0.000
-0.005 0.003 -0.003
-0.001 -0.004 0.003
0.000 0.005 -0.003